The following is a quantum chemistry calculation of a structure of composition C44H60KN6O4PSSi in a non-equilibrium geometry, from OMol25.

Last column: Löwdin charge in e.
Element x y z (Å)
K: -0.64861 -0.53606 -0.79485  0.68
N: -1.65944 -0.19593 1.66938  -0.04
N: -0.55589 -0.51218 2.50233  -0.04
C: -0.76130 -1.09809 3.65908  -0.46
N: 0.35113 -1.50301 4.26005  0.18
N: -2.00581 -1.03390 4.15540  0.15
N: -2.17823 -1.24117 5.45050  -0.42
O: -1.21806 -1.54702 6.24282  -0.07
O: -3.33959 -0.99373 5.87172  -0.03
H: -2.39947 0.32787 2.19931  0.08
H: -2.05300 -1.10557 1.27954  0.00
H: 0.41240 0.00020 2.37568  0.03
H: 1.23057 -1.12090 3.87806  0.10
H: 0.18482 -1.69316 5.27320  0.08
C: 5.91213 -2.06127 -4.23961  -0.08
C: 5.02963 -1.53808 -3.04691  -0.55
C: 5.98934 -0.96284 -1.99206  -0.03
C: 4.25409 -0.35343 -3.70805  -0.05
C: 4.04947 -2.57591 -2.56692  -0.14
C: 4.29336 -3.95853 -2.69954  -0.05
C: 3.33784 -4.90666 -2.30466  -0.09
C: 2.08428 -4.44796 -1.90373  -0.44
S: 0.63125 -5.34185 -1.44166  1.06
C: -0.21240 -3.81489 -1.10645  -0.51
N: 0.54334 -2.76003 -1.25645  0.02
C: 1.80808 -3.07580 -1.69420  -0.33
C: 2.74672 -2.17186 -2.03145  0.06
C: -1.58900 -3.83466 -0.68050  -0.29
C: -2.45336 -4.81853 -1.23187  -0.08
C: -3.81180 -4.84094 -0.91550  -0.13
C: -4.23444 -3.98372 0.09535  -0.09
C: -3.31574 -3.06825 0.70114  -0.18
C: -2.00220 -2.91273 0.32057  -0.10
H: 6.42716 -1.24729 -4.80819  0.08
H: 5.26067 -2.60215 -4.96323  0.09
H: 6.71737 -2.72163 -3.81178  0.08
H: 6.66789 -0.32840 -2.62452  0.09
H: 6.54897 -1.79490 -1.57736  0.08
H: 5.48990 -0.31007 -1.29349  0.06
H: 4.97439 0.39588 -4.09132  0.09
H: 3.66601 0.16718 -2.98570  0.05
H: 3.62471 -0.73692 -4.48804  0.09
H: 5.28426 -4.28087 -2.99037  0.09
H: 3.51036 -5.94855 -2.52063  0.09
H: 2.63634 -1.10643 -1.83854  0.11
H: -2.15915 -5.58344 -1.91742  0.07
H: -4.48061 -5.43191 -1.45137  0.07
H: -5.28045 -3.96566 0.39614  0.09
H: -3.66446 -2.46458 1.49597  0.05
O: -1.70006 2.22237 -4.48982  -0.04
C: -2.13598 1.31104 -3.76925  -0.79
O: -1.52234 0.56289 -2.96552  -0.23
C: -3.59837 0.86738 -3.88129  -0.28
P: -3.77562 -0.51905 -2.72138  1.08
C: -5.48179 -1.08930 -2.99336  -0.39
C: -6.63463 -0.36616 -3.19220  -0.09
C: -7.85924 -0.95625 -3.52800  -0.09
C: -7.94669 -2.34752 -3.53224  -0.12
C: -6.81153 -3.08316 -3.32795  -0.10
C: -5.60614 -2.44864 -3.11778  -0.13
C: -4.03238 0.43533 -1.14827  -0.32
C: -3.70655 1.80257 -0.94525  -0.06
C: -3.92891 2.39814 0.28628  -0.10
C: -4.37877 1.66083 1.37658  -0.10
C: -4.67707 0.29434 1.19410  -0.10
C: -4.54469 -0.24982 -0.05959  -0.13
H: -3.76435 0.50937 -4.88844  0.08
H: -4.40856 1.57423 -3.62833  0.08
H: -6.57192 0.71265 -3.15053  0.10
H: -8.78880 -0.38705 -3.59585  0.09
H: -8.87829 -2.81623 -3.76700  0.08
H: -6.83127 -4.15173 -3.28467  0.09
H: -4.75340 -3.05927 -3.01990  0.07
H: -3.20382 2.37832 -1.72561  0.11
H: -3.73483 3.42764 0.42971  0.09
H: -4.52810 2.15465 2.34335  0.10
H: -4.99156 -0.30145 2.00522  0.09
H: -4.77653 -1.28645 -0.21117  0.08
C: 4.37916 3.60747 2.94802  -0.13
C: 3.66878 2.29455 3.08480  -0.66
C: 3.30440 2.19908 4.56539  -0.15
C: 4.71306 1.15657 2.83988  -0.14
Si: 1.96773 1.81833 2.08758  0.91
C: 2.40607 2.56473 0.20250  -0.60
C: 1.37801 2.02661 -0.79174  -0.16
C: 2.42200 4.10492 0.04805  -0.11
C: 3.76513 1.97745 -0.20611  -0.15
C: 0.57613 3.11148 2.83725  -0.61
C: 0.99007 4.58906 3.21443  -0.10
C: -0.55911 3.17927 1.84253  -0.16
C: -0.10106 2.50695 4.11389  -0.12
H: 5.30753 3.51400 3.56523  0.08
H: 3.75524 4.43185 3.38582  0.07
H: 4.67046 3.96703 1.97312  0.05
H: 4.15865 2.35047 5.19217  0.06
H: 2.78071 1.21498 4.70805  0.08
H: 2.52547 2.90890 4.85626  0.04
H: 5.53721 1.18354 3.55721  0.06
H: 5.11749 1.21113 1.84824  0.03
H: 4.26202 0.13651 2.96061  0.07
H: 0.33505 2.40900 -0.74041  0.08
H: 1.33009 0.92060 -0.79996  0.01
H: 1.64355 2.24727 -1.82962  0.08
H: 1.39934 4.49006 0.15994  0.05
H: 2.68049 4.41764 -0.94605  0.06
H: 3.01109 4.67467 0.79050  0.06
H: 3.88539 0.90465 -0.02180  0.06
H: 4.59568 2.42454 0.31566  0.05
H: 4.09839 2.09422 -1.21707  0.06
H: 1.43339 5.18232 2.35805  0.07
H: 1.83591 4.59254 3.87950  0.02
H: 0.06956 5.16311 3.65696  0.10
H: -0.24752 3.74535 0.95822  0.05
H: -1.40393 3.70839 2.29095  0.07
H: -0.90862 2.25213 1.38527  0.05
H: 0.58084 2.56877 5.01176  0.07
H: -0.40036 1.48774 4.06325  0.03
H: -1.03476 3.05279 4.31002  0.07

Lowest unoccupied orbital energy: 3.69 eV
Spin multiplicity: 1
Total charge: -2
E_HOMO: -1.99 eV
Maximum force: 4.3 eV/Å
E_tot: -108055.8446 eV

The following is a quantum chemistry calculation of a structure of composition C44H61FNO3PPdTe in a non-equilibrium geometry, from OMol25.

Last column: Löwdin charge in e.
Element x y z (Å)
Pd: 1.10120 0.28175 -0.48756  0.77
O: 3.40010 1.35835 -1.06386  -0.10
C: 3.68790 1.17315 0.12384  -0.63
O: 2.95450 0.75385 1.03144  -0.09
H: 4.74440 1.43305 0.42974  0.13
F: -1.21800 -0.36115 -0.66406  -0.63
C: 2.82830 6.48085 -0.60596  -0.21
C: 3.31020 5.47295 -1.64346  -0.19
C: 2.24760 4.39435 -1.90996  -0.20
C: 1.32230 4.19275 -0.70586  -0.40
C: 2.18290 4.32135 0.54904  -0.20
C: 2.60090 5.78375 0.74114  -0.19
P: 0.45410 2.53045 -0.78436  1.09
C: -0.37090 2.49545 -2.45926  -0.42
C: 0.61430 2.04475 -3.53866  -0.23
C: -0.16920 1.44115 -4.70496  -0.18
C: -1.44580 2.25365 -4.98426  -0.20
C: -1.32260 3.68625 -4.47116  -0.20
C: -1.14820 3.72145 -2.94606  -0.19
C: -1.04040 2.73105 0.32464  -0.41
C: -1.82640 4.04985 0.37504  -0.19
C: -1.64830 4.74805 1.71814  -0.21
C: -2.19230 3.88455 2.85794  -0.19
C: -1.80510 2.40625 2.68404  -0.18
C: -0.62780 2.27595 1.72804  -0.23
H: 1.89700 6.93275 -0.95346  0.11
H: 3.55930 7.28595 -0.49046  0.10
H: 4.22780 5.01355 -1.27706  0.11
H: 3.55460 5.98705 -2.57616  0.11
H: 2.74830 3.44575 -2.11466  0.09
H: 1.66050 4.68085 -2.78376  0.10
H: 0.55090 4.97215 -0.68526  0.10
H: 3.05920 3.68395 0.42344  0.10
H: 1.66290 3.97015 1.44014  0.09
H: 3.51560 5.81865 1.33524  0.11
H: 1.83000 6.32055 1.30214  0.10
H: -1.07280 1.66085 -2.32056  0.10
H: 1.31540 1.31125 -3.11826  0.08
H: 1.20180 2.89015 -3.89496  0.10
H: -0.44360 0.41345 -4.46246  0.11
H: 0.46350 1.41345 -5.59516  0.11
H: -2.29940 1.78405 -4.49296  0.11
H: -1.65110 2.27045 -6.05726  0.10
H: -2.21380 4.25555 -4.74656  0.11
H: -0.47110 4.16745 -4.95516  0.11
H: -2.12740 3.73705 -2.46796  0.11
H: -0.63220 4.64345 -2.67366  0.09
H: -1.70610 1.94825 -0.05696  0.10
H: -2.89230 3.84495 0.23354  0.12
H: -1.51830 4.72765 -0.41906  0.08
H: -2.16810 5.70945 1.71334  0.11
H: -0.58960 4.95005 1.87994  0.10
H: -3.28110 3.96955 2.89234  0.10
H: -1.80430 4.26345 3.80624  0.10
H: -2.64720 1.84325 2.27944  0.11
H: -1.55890 1.96425 3.65134  0.11
H: -0.28490 1.24185 1.64214  0.06
H: 0.21340 2.85295 2.11274  0.10
C: -6.55300 -5.53225 1.61744  -0.07
C: -5.21890 -4.94675 1.24514  -0.29
C: -4.47180 -5.44325 0.18834  -0.03
C: -3.23870 -4.89305 -0.14386  -0.33
C: -2.48380 -5.39735 -1.33866  -0.08
C: -2.72310 -3.84625 0.61574  -0.31
Te: -0.76370 -2.82135 0.00904  1.86
N: 1.17060 -1.80155 -0.41186  -0.24
C: 1.73400 -2.74795 -1.06746  -0.71
O: 1.31470 -3.95165 -1.04046  -0.16
C: 2.92550 -2.42135 -1.90116  -0.15
C: 2.93200 -1.24455 -2.64166  -0.06
C: 4.03390 -0.92345 -3.41296  -0.09
C: 5.12030 -1.78345 -3.45666  -0.11
C: 5.09570 -2.97725 -2.75476  -0.10
C: 3.99850 -3.29725 -1.97556  -0.03
C: 0.05390 -3.41415 1.89964  -0.29
C: 0.51140 -2.41695 2.75954  -0.30
C: 0.39670 -0.97215 2.41494  -0.11
C: 1.08430 -2.76645 3.97694  -0.02
C: 1.20110 -4.08635 4.36984  -0.28
C: 1.81680 -4.44675 5.69144  -0.06
C: 0.74070 -5.06655 3.50184  -0.02
C: 0.18860 -4.75335 2.26804  -0.27
C: -0.23980 -5.85085 1.34984  -0.06
C: -3.49230 -3.29855 1.63774  -0.30
C: -3.01740 -2.08045 2.36534  -0.07
C: -4.72310 -3.85885 1.94864  -0.03
H: -6.79870 -6.39085 0.99634  0.07
H: -7.33970 -4.78675 1.50004  0.07
H: -6.55190 -5.84815 2.66074  0.07
H: -4.86100 -6.26825 -0.39646  0.10
H: -2.90410 -6.33035 -1.71096  0.07
H: -1.43370 -5.55005 -1.09926  0.04
H: -2.53030 -4.65135 -2.13336  0.08
H: 2.05340 -0.59155 -2.60916  0.07
H: 4.05330 0.00035 -3.97406  0.10
H: 5.99640 -1.52355 -4.03696  0.09
H: 5.93190 -3.66285 -2.81996  0.09
H: 3.95830 -4.21625 -1.40946  0.11
H: -0.33190 -0.85665 1.60444  -0.01
H: 1.36870 -0.59805 2.06324  0.06
H: 0.09410 -0.39085 3.28694  0.09
H: 1.44780 -1.97625 4.61954  0.11
H: 2.06930 -3.54895 6.25124  0.07
H: 2.73090 -5.02295 5.54964  0.08
H: 1.13040 -5.05035 6.28494  0.07
H: 0.82520 -6.10655 3.78604  0.11
H: 0.17670 -6.80865 1.65624  0.08
H: 0.10460 -5.61565 0.34394  0.05
H: -1.32610 -5.93695 1.34474  0.08
H: -2.51890 -1.42425 1.65214  0.04
H: -2.30130 -2.34735 3.14054  0.08
H: -3.85040 -1.55285 2.82424  0.07
H: -5.31810 -3.43205 2.74674  0.11

Lowest unoccupied orbital energy (spin up / spin down): 1.80 / 1.74 eV
Spin multiplicity: 2
Total charge: -1
E_HOMO (spin up / spin down): -4.12 / -3.99 eV
Maximum force: 2.4 eV/Å
Expectation value of S²: 0.76
E_tot: -77030.9820 eV

What is the formula in the second record?
C44H61FNO3PPdTe